Entry 1:
{"formula": "C29H46P2TeYb", "method": "wB97M-V/def2-TZVPD", "lumo_ev": [-4.25, -4.28], "spin_multiplicity": 2, "total_charge": 1, "e_above_lowest_kcal_mol": 203.72, "gap_ev": [3.24, 3.15], "elements": ["Yb", "C", "C", "C", "C", "C", "C", "H", "H", "H", "C", "H", "H", "H", "C", "H", "H", "H", "C", "H", "H", "H", "C", "H", "H", "H", "C", "C", "C", "C", "C", "C", "C", "C", "H", "H", "H", "H", "H", "H", "H", "H", "H", "H", "H", "H", "P", "C", "C", "P", "C", "C", "C", "H", "H", "H", "H", "H", "H", "H", "H", "H", "H", "H", "H", "H", "H", "Te", "C", "C", "C", "C", "C", "C", "H", "H", "H", "H", "H"], "positions_angstrom": [[2.3246, -0.9177, -0.7657], [-0.3709, 2.4572, -2.5553], [-0.1277, 1.3011, -3.3314], [-2.2411, 1.1299, -2.4960], [-1.6808, 2.3517, -2.0297], [-1.2683, 0.4730, -3.2753], [0.5147, 3.6334, -2.4107], [1.5725, 3.3703, -2.5780], [0.4035, 4.0750, -1.4100], [0.2332, 4.4061, -3.1491], [-2.3277, 3.3219, -1.1335], [-1.7720, 4.2688, -1.1083], [-2.4032, 2.9484, -0.0967], [-3.3510, 3.5535, -1.4643], [-3.6007, 0.6421, -2.2327], [-4.3425, 1.4463, -2.2744], [-3.6688, 0.1816, -1.2402], [-3.9004, -0.1240, -2.9583], [-1.4837, -0.7918, -4.0239], [-2.0003, -0.6121, -4.9883], [-2.1052, -1.4755, -3.4279], [-0.5206, -1.2859, -4.2254], [1.0386, 1.0891, -4.2151], [0.8152, 1.4339, -5.2406], [1.3158, 0.0302, -4.2973], [1.9233, 1.6349, -3.8715], [3.3997, -1.1934, 2.5513], [4.0383, -0.3358, 1.7219], [5.0954, -0.6838, 0.7191], [4.9245, -2.1269, 0.1497], [3.5320, -2.5786, -0.1524], [2.7093, -3.3095, 0.6609], [2.9031, -3.6133, 2.1280], [3.7997, -2.5819, 2.8675], [6.0907, -0.5982, 1.2133], [5.3983, -2.8437, 0.8356], [5.1215, 0.0494, -0.1332], [4.8804, -2.7477, 2.7051], [2.5860, -0.7925, 3.1960], [4.0644, 0.7219, 2.0497], [3.6033, -2.6908, 3.9495], [1.9129, -3.6558, 2.6350], [2.0737, -4.0629, 0.1558], [3.3420, -4.6257, 2.2556], [5.4813, -2.2160, -0.8003], [3.3509, -2.6885, -1.2707], [0.5099, 1.0222, 1.1180], [1.2431, 1.6888, 2.6833], [2.0693, 1.4066, 0.1574], [-0.7383, -1.8715, 0.3192], [0.6432, -0.9313, 1.2226], [0.1405, -2.7080, -1.1580], [-0.6977, -3.4524, 1.2301], [0.4160, 1.9418, 3.3608], [1.7730, 2.6320, 2.4158], [1.9357, 0.9395, 3.0996], [2.9941, 0.7705, 0.4001], [2.4794, 2.3751, 0.5583], [1.9232, 1.5233, -0.9453], [0.2728, -3.5439, 1.7525], [-0.8065, -4.2695, 0.5067], [-1.5415, -3.4505, 1.9178], [0.4654, -1.1931, 2.2724], [1.6874, -1.3591, 1.1030], [-0.6317, -2.6988, -1.9504], [0.2137, -3.7891, -0.8927], [1.1196, -2.4928, -1.6825], [-2.5448, 0.4069, 1.3588], [-4.3914, 1.3030, 1.7673], [-4.8556, 1.1238, 3.0911], [-6.0849, 1.6500, 3.4793], [-6.8651, 2.3736, 2.5673], [-6.4255, 2.5498, 1.2529], [-5.1949, 2.0105, 0.8458], [-4.2386, 0.5574, 3.7773], [-6.4442, 1.5014, 4.4928], [-7.8163, 2.7988, 2.8768], [-7.0358, 3.0993, 0.5414], [-4.8576, 2.1179, -0.1776]], "atomic_forces_ev_per_a": [[-2.796, 3.542, -1.768], [-0.848, -0.540, 0.418], [0.775, -0.160, 1.109], [1.139, 0.267, -0.325], [0.822, -0.718, -0.773], [-0.850, 0.152, 0.736], [0.161, 0.461, -0.139], [-0.213, 0.242, 0.074], [0.227, 0.047, -0.204], [0.349, -0.042, 0.286], [-0.343, 0.570, 0.335], [-0.201, -0.153, 0.059], [-0.015, 0.153, -0.130], [0.130, 0.016, 0.134], [-0.638, -0.462, 0.067], [-0.010, -0.057, -0.020], [-0.229, -0.026, 0.005], [-0.045, 0.173, 0.077], [-0.048, -0.198, -0.247], [0.238, -0.281, 0.311], [0.075, -0.031, -0.277], [-0.293, -0.028, -0.137], [0.388, -0.028, -0.763], [0.291, -0.080, 0.129], [-0.018, 0.037, -0.117], [0.003, 0.047, -0.110], [0.409, 1.595, 0.278], [0.618, 0.253, 1.788], [0.596, -0.402, -0.307], [1.345, 0.541, 0.089], [0.856, -4.028, 0.411], [1.350, -1.693, -0.939], [0.194, 0.380, 0.396], [-0.439, -0.954, 0.078], [-0.481, -0.024, -0.510], [-0.244, 0.249, -0.343], [-0.084, -0.343, 0.726], [-0.683, 0.041, 0.090], [0.950, -0.200, -0.362], [-0.754, -0.464, -0.689], [0.289, -0.127, -0.425], [0.646, -0.006, -0.350], [-0.248, 1.057, 0.272], [-0.305, 0.413, -0.339], [-0.070, 0.115, 0.455], [0.238, -0.644, 0.954], [0.470, -0.055, -0.542], [-0.080, -0.250, 0.074], [1.747, 0.660, -0.349], [0.998, -0.142, -1.103], [0.270, 0.340, 0.255], [-0.145, -0.919, -0.938], [0.218, -0.067, 0.682], [0.407, -0.274, 0.032], [-0.395, -0.744, 0.343], [-0.265, 0.776, 0.247], [-1.175, 0.969, -0.255], [-0.749, -0.712, -0.757], [-0.170, 0.137, 0.515], [-0.780, -0.258, -0.122], [-0.224, 0.154, 0.514], [0.174, -0.235, 0.267], [-0.144, 0.220, -0.062], [-1.387, 0.225, 0.838], [0.587, 0.342, 0.052], [0.310, 0.911, -0.342], [-1.051, -0.092, 0.183], [-0.873, 0.548, -0.326], [-0.709, 0.072, 0.897], [-0.369, 0.356, -0.580], [-0.040, 0.119, -0.225], [0.359, -0.161, -0.088], [0.540, -0.338, 0.155], [0.090, -0.228, 0.466], [-0.140, 0.088, 0.113], [0.057, 0.024, -0.094], [0.150, -0.105, -0.017], [0.117, -0.092, 0.097], [-0.036, 0.071, 0.067]]}


Entry 2:
{"formula": "C29H47BCl20O4S", "method": "wB97M-V/def2-TZVPD", "smiles": "CCOB(O)C1=CC(=O)C(S)=C(/C(Cl)=C(\\C)Cl)C1=O.ClCCCl.ClCCCl.ClCCCl.ClCCCl.ClCCCl.ClCCCl.ClCCCl.ClCCCl.ClCCCl", "lumo_ev": -1.05, "total_charge": 0, "gap_ev": 7.52, "elements": ["C", "C", "O", "B", "O", "C", "C", "C", "O", "C", "S", "C", "C", "Cl", "C", "C", "Cl", "C", "O", "H", "H", "H", "H", "H", "H", "H", "H", "H", "H", "H", "Cl", "C", "C", "Cl", "H", "H", "H", "H", "Cl", "C", "C", "Cl", "H", "H", "H", "H", "Cl", "C", "C", "Cl", "H", "H", "H", "H", "Cl", "C", "C", "Cl", "H", "H", "H", "H", "Cl", "C", "C", "Cl", "H", "H", "H", "H", "Cl", "C", "C", "Cl", "H", "H", "H", "H", "Cl", "C", "C", "Cl", "H", "H", "H", "H", "Cl", "C", "C", "Cl", "H", "H", "H", "H", "Cl", "C", "C", "Cl", "H", "H", "H", "H"], "positions_angstrom": [[-3.2988, 5.0623, -5.4933], [-2.8867, 3.6980, -6.0130], [-2.7488, 2.7123, -4.9905], [-3.9052, 2.2155, -4.4489], [-5.0469, 1.9680, -5.1429], [-3.8872, 1.9607, -2.8849], [-4.6114, 2.6437, -1.9987], [-4.4535, 2.3174, -0.5582], [-5.3202, 2.5132, 0.2742], [-3.1155, 1.7451, -0.1663], [-2.5639, 2.0202, 1.4935], [-2.3724, 1.0693, -1.0520], [-1.0490, 0.5004, -0.7901], [0.2694, 1.3347, -1.5691], [-0.8230, -0.5609, -0.0129], [-1.9233, -1.3313, 0.6418], [0.8013, -1.0976, 0.2644], [-2.9426, 0.8921, -2.4275], [-2.6568, -0.0434, -3.1506], [-2.4536, 5.6454, -5.1433], [-4.0432, 5.0219, -4.6996], [-3.7593, 5.6056, -6.3171], [-1.9042, 3.8012, -6.4658], [-3.5350, 3.3821, -6.8300], [-4.8953, 1.9082, -6.0893], [-5.2932, 3.4248, -2.2948], [-3.7104, 1.7210, 2.1295], [-2.0347, -0.9712, 1.6558], [-2.8521, -1.1798, 0.1031], [-1.6691, -2.3858, 0.6315], [-6.3437, 7.8699, -6.9396], [-5.2720, 9.1360, -7.5914], [-4.2733, 8.5797, -8.5723], [-3.0732, 7.5314, -7.7736], [-4.7780, 9.6214, -6.7538], [-5.9069, 9.8665, -8.0898], [-3.7249, 9.3943, -9.0423], [-4.7609, 7.9987, -9.3506], [1.7258, -5.0832, 1.0851], [3.3694, -4.6927, 1.6676], [3.6030, -3.2076, 1.7443], [3.6563, -2.4512, 0.1306], [4.0831, -5.1761, 1.0037], [3.4810, -5.1291, 2.6617], [4.5629, -3.0126, 2.2194], [2.8262, -2.7092, 2.3209], [-3.2974, 6.5552, 1.0950], [-4.1025, 5.4398, 2.2294], [-3.5493, 5.5509, 3.6276], [-1.8805, 4.9391, 3.7364], [-3.9944, 4.4300, 1.8397], [-5.1600, 5.6991, 2.2325], [-4.1529, 4.9501, 4.3065], [-3.5543, 6.5792, 3.9798], [7.3363, -6.7219, 1.9540], [7.5583, -5.2082, 2.8753], [6.9382, -5.2834, 4.2450], [5.1554, -5.3400, 4.1611], [7.1371, -4.3948, 2.2894], [8.6274, -5.0460, 2.9664], [7.2024, -4.3959, 4.8160], [7.2782, -6.1599, 4.7908], [-0.2497, -0.8342, 3.5510], [-1.0948, -1.1630, 5.0866], [-2.2954, -0.2721, 5.2488], [-1.8590, 1.4422, 5.4680], [-0.3790, -1.0411, 5.8959], [-1.4199, -2.2025, 5.0665], [-2.8655, -0.5754, 6.1226], [-2.9438, -0.3330, 4.3773], [9.6255, -3.0964, 3.6499], [9.8472, -1.5830, 4.5702], [9.2230, -1.6602, 5.9390], [7.4426, -1.7207, 5.8610], [9.4259, -0.7715, 3.9829], [10.9194, -1.4198, 4.6629], [9.4872, -0.7733, 6.5119], [9.5646, -2.5372, 6.4827], [-3.2937, -3.8209, 5.5764], [-4.1619, -4.2096, 7.0881], [-5.3905, -3.3603, 7.2897], [-4.9956, -1.6559, 7.6269], [-3.4615, -4.1003, 7.9118], [-4.4532, -5.2561, 7.0190], [-5.9487, -3.7289, 8.1484], [-6.0391, -3.3872, 6.4181], [4.4289, 0.6230, -4.7428], [3.0983, -0.3954, -5.3576], [1.9676, -0.5098, -4.3690], [2.4185, -1.4489, -2.9230], [3.5091, -1.3684, -5.6052], [2.7369, 0.0729, -6.2720], [1.1263, -1.0254, -4.8293], [1.6298, 0.4681, -4.0364], [1.6045, -6.6745, -4.2092], [3.2461, -6.2665, -3.6463], [3.4918, -4.7805, -3.6338], [3.5569, -4.0947, -5.2803], [3.9566, -6.7831, -4.2866], [3.3419, -6.6583, -2.6350], [4.4515, -4.5701, -3.1649], [2.7186, -4.2508, -3.0841]], "atomic_forces_ev_per_a": [[-0.403, 0.022, -0.206], [0.771, 0.196, -0.269], [-0.538, 0.236, 0.085], [0.269, -0.133, 0.329], [-0.041, -0.147, 0.079], [-0.062, -0.141, -0.534], [0.439, -0.390, 0.136], [-0.391, 0.228, 0.361], [0.462, 0.036, -0.439], [-0.113, -0.285, 0.610], [0.202, -0.105, -0.045], [-0.186, 0.042, -0.436], [0.625, -0.410, 0.320], [-0.310, 0.126, -0.015], [0.006, 0.284, -0.327], [0.300, 0.091, -0.316], [-0.501, -0.010, 0.058], [0.120, 0.142, -0.229], [-0.035, 0.524, 0.476], [0.129, -0.033, 0.159], [-0.045, -0.186, 0.090], [0.033, 0.044, 0.123], [0.146, -0.131, -0.069], [-0.308, -0.238, 0.111], [-0.127, 0.196, -0.198], [-0.315, 0.009, 0.142], [-0.106, 0.158, -0.281], [-0.102, -0.144, 0.263], [-0.148, -0.014, -0.063], [-0.046, -0.149, 0.154], [0.017, -0.018, 0.030], [-0.039, 0.103, -0.013], [0.033, 0.091, -0.118], [0.045, 0.166, -0.182], [0.018, -0.067, 0.032], [-0.011, -0.035, -0.042], [0.010, 0.027, 0.056], [-0.014, -0.063, 0.050], [0.027, 0.010, -0.058], [-0.133, -0.102, 0.122], [0.022, 0.033, 0.097], [0.200, -0.050, -0.034], [-0.020, 0.009, -0.023], [-0.339, 0.146, -0.484], [0.021, -0.048, -0.011], [-0.063, -0.011, -0.072], [0.032, -0.017, -0.040], [-0.161, -0.075, 0.033], [-0.081, -0.005, 0.033], [0.067, 0.039, 0.049], [0.059, 0.063, -0.001], [0.009, 0.041, 0.024], [-0.006, -0.047, -0.040], [0.059, 0.020, -0.045], [-0.066, 0.007, -0.027], [-0.066, -0.151, -0.105], [0.162, 0.050, 0.130], [0.424, -0.085, 0.449], [-0.029, -0.020, -0.006], [-0.141, -0.307, -0.047], [-0.035, 0.060, -0.059], [-0.078, -0.071, -0.066], [0.228, -0.029, 0.151], [0.069, -0.083, -0.020], [-0.153, -0.053, 0.043], [0.007, 0.062, -0.045], [-0.008, 0.107, -0.011], [0.086, 0.174, -0.054], [0.016, -0.026, 0.049], [0.025, 0.001, -0.021], [0.211, 0.460, 0.156], [0.152, 0.127, 0.001], [0.048, 0.028, 0.070], [-0.011, -0.043, -0.003], [-0.081, -0.054, -0.022], [0.006, -0.054, 0.038], [-0.017, 0.036, -0.042], [-0.037, -0.038, -0.034], [-0.175, -0.068, 0.074], [0.000, -0.127, 0.070], [-0.076, -0.069, -0.017], [0.013, 0.025, -0.010], [0.026, 0.076, -0.028], [-0.033, 0.008, -0.034], [0.044, -0.016, 0.025], [0.043, 0.048, -0.038], [0.026, -0.003, 0.011], [-0.051, -0.006, -0.111], [-0.105, -0.003, -0.066], [0.016, 0.067, -0.002], [0.056, -0.017, 0.081], [-0.028, 0.051, 0.038], [0.037, -0.041, -0.025], [0.031, 0.000, 0.070], [-0.002, -0.013, -0.029], [0.085, -0.048, 0.039], [0.014, 0.041, 0.173], [-0.014, -0.088, -0.050], [-0.041, 0.013, -0.061], [-0.038, 0.055, 0.029], [0.022, -0.020, -0.031], [-0.039, 0.009, -0.067]]}


Number 1: largest force on an atom 4.8 eV/A, electronic energy -88204.346 eV. Number 2: largest force on an atom 0.8 eV/A, electronic energy -300988.966 eV.